(1)
DFT (wB97M-V/def2-TZVPD) results for a cluster of 2 separate species, C2H8Cl2NSi in total in a non-equilibrium geometry.

The calculation puts the HOMO-LUMO gap at 7.16 eV. The largest force on an atom comes out at 4.9 eV/Å. The LUMO energy is -0.2138 Eh. The energy above the lowest of the compared OMol25 structures with the same formula, charge and spin is 1.854 eV. Its charge is +1.

Geometry as XYZ:
```
14
Properties=species:S:1:pos:R:3:forces:R:3:lowdin_charge:R:1
C -0.36238 0.52047 1.50526 -0.323 0.465 -0.146 -0.24
C 0.46549 -0.22238 -2.30550 -0.488 -4.443 -2.081 -0.23
N 0.84872 0.52135 -1.16763 0.466 3.575 0.320 -0.12
Si -1.19868 -0.84523 2.42443 0.209 2.333 0.021 0.00
Cl -2.87096 -0.31953 3.38135 0.433 -0.670 -0.345 0.46
Cl -0.26091 -2.51687 2.78809 -0.168 -0.320 -0.005 0.51
H 1.25433 -0.40213 -3.09298 -0.364 0.508 0.908 0.08
H 0.58958 0.81592 1.96956 -0.191 -0.387 0.353 0.07
H -0.02758 0.26898 0.48003 0.078 -0.567 -0.177 -0.01
H -0.38320 0.07332 -2.92329 -0.257 0.405 0.720 0.07
H 0.25177 -1.35428 -1.94193 0.178 2.424 -0.828 0.11
H 1.84270 0.38728 -1.16855 0.670 0.099 0.777 0.07
H -0.92130 1.46776 1.32090 -0.175 -0.890 0.670 0.07
H 0.77243 1.60534 -1.26975 -0.070 -2.531 -0.186 0.14
```
Forces are in eV/Å.

(2)
DFT (wB97M-V/def2-TZVPD) results for a cluster of 3 separate species, C25H34F16O9S in total in a non-equilibrium geometry.

The calculation puts the HOMO-LUMO gap at 8.50 eV. The largest force on an atom comes out at 8.7 eV/Å. The LUMO energy is -0.0365 Eh.

Geometry as XYZ:
```
85
Properties=species:S:1:pos:R:3:forces:R:3:lowdin_charge:R:1
C -1.42262 -0.79628 -6.96113 2.068 1.832 -2.254 0.01
C -0.55562 -0.19217 -8.03067 -0.551 -1.977 2.504 -0.04
C 1.11110 -0.26103 -8.01351 3.325 2.176 -4.368 -0.24
O 1.81762 0.56374 -8.83328 -4.815 -4.820 5.377 -0.05
O 1.88199 -1.19959 -7.17777 -1.933 3.340 -0.780 -0.12
C 2.95740 -0.50120 -6.42709 1.693 0.551 0.672 -0.17
C 4.41856 -0.56942 -7.23265 0.193 -0.208 0.036 -0.16
C 5.71661 -0.42486 -6.22215 -0.318 -0.068 0.395 -0.21
C 6.07115 1.18434 -5.93317 -0.825 -0.417 0.900 -0.19
C 5.43023 1.51889 -4.46226 0.087 -0.545 0.512 -0.21
C 5.16974 3.11236 -4.16253 1.907 0.082 -1.740 -0.24
O 4.66125 3.39536 -2.79987 -1.503 -2.315 -1.401 -0.37
S 3.12289 2.65368 -2.55009 -1.141 1.391 -2.752 1.04
O 2.42306 2.60955 -3.92971 2.373 -0.653 4.031 -0.46
O 3.48788 1.10668 -1.93578 -0.983 0.428 -1.515 -0.41
C 2.39011 0.14817 -2.12052 -0.448 -2.953 0.077 -0.24
C 3.09108 -1.36811 -2.03251 1.212 0.822 -0.037 -0.17
C 3.37043 -1.76929 -0.46578 0.155 0.744 -0.291 -0.16
C 2.17827 -2.70766 0.21215 2.441 -1.022 0.805 -0.17
O 0.98513 -2.85219 -0.64600 -2.151 2.602 2.702 -0.11
C -0.20404 -2.23944 -0.02174 -2.354 -0.589 4.361 -0.26
C -1.08218 -1.15951 -0.92118 -0.679 -0.720 -0.206 -0.02
O -0.66414 -2.50802 1.20952 3.590 1.376 -7.580 -0.03
H -2.23731 -0.07545 -6.48904 1.056 -2.133 -1.774 0.08
H -1.29336 -1.89218 -6.55141 0.469 2.798 -0.226 0.08
H -1.04509 0.36255 -8.94989 1.461 -0.288 2.567 0.12
H 2.66923 0.61846 -6.14601 0.460 -2.425 -0.800 0.14
H 3.08014 -1.09424 -5.40706 -0.363 1.054 -2.190 0.12
H 4.45900 -1.64594 -7.73932 -0.148 2.434 0.923 0.13
H 4.51869 0.30033 -8.03842 -0.550 -2.140 1.588 0.12
H 6.66204 -1.02777 -6.60567 -2.078 1.406 0.518 0.11
H 5.39855 -0.95792 -5.20200 0.865 1.223 -2.010 0.10
H 5.52282 1.85214 -6.73937 1.365 -1.352 1.509 0.12
H 7.22024 1.39524 -5.86995 -2.215 -0.402 -0.472 0.11
H 4.46372 0.84053 -4.35595 1.814 1.820 -0.180 0.08
H 6.18341 1.10904 -3.63283 -1.624 0.949 -1.708 0.14
H 6.24479 3.63025 -4.20767 -2.373 -1.043 0.366 0.15
H 4.54479 3.66439 -5.01701 0.986 -1.470 2.108 0.14
H 1.86264 0.18241 -3.16383 1.041 0.561 1.997 0.12
H 1.61839 0.19128 -1.22289 1.525 0.338 -1.942 0.12
H 2.51172 -2.17499 -2.65511 0.886 1.655 1.439 0.12
H 4.16374 -1.25037 -2.54172 -2.347 -0.196 0.978 0.12
H 3.49049 -0.73584 0.11975 -0.401 -2.280 -1.170 0.12
H 4.44438 -2.28308 -0.38209 -2.598 0.824 -0.099 0.12
H 1.95631 -2.31165 1.29336 0.008 -0.867 -2.252 0.13
H 2.65805 -3.79666 0.30849 -1.309 2.354 -0.140 0.14
H -1.20350 -1.52331 -2.04125 0.565 0.763 2.343 0.10
H -0.65830 -0.06717 -0.89758 -0.471 -2.308 0.020 0.08
H -2.17950 -1.10594 -0.46524 2.583 -0.278 -0.790 0.10
C -1.67090 -0.15763 3.46166 -0.620 -0.702 -0.767 -0.05
C -0.53942 -0.58138 4.41010 0.383 -0.069 -0.975 -0.42
C -0.71361 -0.13130 5.85620 0.348 -0.134 0.979 -0.29
F -0.74849 1.21467 5.97483 0.146 -0.419 0.170 0.08
F 0.33322 -0.55196 6.61683 -0.055 -0.156 -0.292 0.09
F 0.65047 -0.16199 3.90090 -0.219 0.028 0.352 0.12
F -0.48784 -1.95131 4.39141 -0.302 0.461 0.433 0.11
O -1.42547 1.01254 2.67750 0.110 1.408 1.446 0.03
C -1.72331 2.25168 3.31823 -1.149 -1.804 -0.626 -0.48
C -0.48466 3.13626 3.50353 0.866 0.409 0.252 -0.26
F 0.45944 2.52065 4.26162 -0.397 0.136 -0.491 0.09
F -0.79934 4.29405 4.14363 -0.346 -0.360 -0.231 0.09
F -2.37847 2.01057 4.47905 0.122 0.805 -0.534 0.12
F -2.61734 2.87953 2.50820 0.647 0.173 0.247 0.14
H -1.77297 -0.96155 2.72219 0.349 0.159 0.120 0.13
H -2.64689 -0.12188 3.96017 0.411 0.142 0.110 0.12
H -1.62622 -0.54525 6.29431 -0.062 -0.052 -0.191 0.17
H -0.03234 3.38614 2.53970 -0.220 -0.114 -0.044 0.17
C -6.64653 1.01594 6.68868 -0.249 1.078 -0.288 -0.05
C -7.21037 0.08117 7.76924 -0.847 0.008 -0.674 -0.43
C -6.16491 -0.74285 8.51229 0.187 -0.703 0.905 -0.29
F -5.48452 -1.57202 7.68982 -0.230 0.116 0.412 0.08
F -6.75708 -1.53643 9.44554 -0.156 0.335 -0.174 0.09
F -8.16659 -0.71376 7.21719 0.449 0.063 0.258 0.13
F -7.86437 0.86707 8.68269 0.597 -0.183 -0.003 0.10
O -6.70055 0.52600 5.34649 1.299 -1.541 0.228 0.04
C -5.61229 -0.30950 4.95615 -0.425 2.061 0.593 -0.48
C -6.05522 -1.73478 4.60481 -0.410 -1.003 -0.014 -0.26
F -6.65811 -2.34412 5.65849 0.141 0.445 -0.502 0.09
F -4.99067 -2.51072 4.26732 0.026 0.591 0.048 0.09
F -4.65432 -0.27503 5.91322 0.113 -0.280 -0.872 0.11
F -5.06714 0.28378 3.86050 -0.258 -0.624 0.123 0.13
H -7.29211 1.90287 6.67841 -0.060 -0.367 -0.017 0.15
H -5.65416 1.40553 6.94508 -0.165 -0.354 0.032 0.15
H -5.44881 -0.10064 9.03279 -0.067 0.144 -0.102 0.18
H -6.76010 -1.73248 3.76867 0.094 0.247 0.030 0.18
```
Forces are in eV/Å.

(3)
DFT (wB97M-V/def2-TZVPD) results for a structure of composition C2H4F3NO4PrS in a non-equilibrium geometry.

The calculation puts the HOMO-LUMO gap (alpha / beta) at 6.57 / 7.46 eV. The largest force on an atom comes out at 5.4 eV/Å. The LUMO energy (alpha / beta) is -0.2268 / -0.2068 Eh. As for the expectation value of S²: 2.172. Its charge is +1. Its multiplicity is 3.

Geometry as XYZ:
```
16
Properties=species:S:1:pos:R:3:forces:R:3:lowdin_charge:R:1
O -0.98579 -2.20391 0.96520 -1.044 0.743 0.350 -0.30
C -0.16441 -3.34740 1.24430 0.823 -0.428 0.743 -0.05
Pr -0.93254 -0.89816 -1.06065 1.797 3.612 -2.189 1.78
H 0.83612 -2.97567 1.49277 -0.154 -0.296 0.026 0.11
H -0.57534 -3.90278 2.09544 0.128 0.035 -0.381 0.12
H -0.11021 -3.98471 0.35530 -0.199 0.143 0.198 0.11
O -0.63877 0.86355 -2.41691 0.500 -1.495 1.503 -0.42
H -1.46475 -1.87549 1.75517 0.518 -0.503 -0.303 0.15
N 0.70190 0.70722 -1.86468 -2.545 -2.344 -0.297 -0.38
S 1.19333 2.07968 -1.23017 2.910 4.463 0.616 0.67
O 2.41607 1.84951 -0.44928 -2.326 -0.431 -1.231 -0.28
O 1.17058 3.24181 -2.12739 -0.349 -2.650 1.389 -0.25
C -0.11351 2.55435 0.05987 0.704 1.094 -0.624 -0.64
F -1.06386 3.32051 -0.43592 0.005 -0.240 0.006 0.18
F 0.43178 3.15835 1.09954 -0.043 -0.288 -0.244 0.18
F -0.70061 1.41315 0.51739 -0.724 -1.415 0.441 0.04
```
Forces are in eV/Å.

(4)
DFT (wB97M-V/def2-TZVPD) results for a structure of composition C4H16B2Br4Na3 in a non-equilibrium geometry.

The calculation puts the HOMO-LUMO gap at 3.65 eV. The largest force on an atom comes out at 5.1 eV/Å. The LUMO energy is -0.2089 Eh. The energy above the lowest of the compared OMol25 structures with the same formula, charge and spin is 0.000 eV. Its charge is +1.

Geometry as XYZ:
```
29
Properties=species:S:1:pos:R:3:forces:R:3:lowdin_charge:R:1
Na -21.31541 -9.97098 -17.65597 -0.177 0.310 -0.096 0.96
Na -19.22535 -4.74498 -14.97236 -0.653 0.272 0.265 0.90
Na -24.87527 -7.31738 -13.18440 0.312 0.689 0.026 0.92
B -23.05726 -5.59878 -16.81989 -0.095 0.006 -0.196 -0.43
H -23.60922 -4.81277 -16.32819 -2.077 3.021 2.060 -0.09
H -23.76398 -6.13792 -17.43154 -2.673 -2.434 -2.493 -0.11
H -22.30816 -5.13857 -17.44542 3.224 1.680 -2.453 -0.11
H -22.62783 -6.22713 -16.05503 2.098 -3.044 3.483 -0.15
B -21.84802 -4.34141 -11.06141 0.074 0.045 -0.178 -0.44
H -21.43932 -5.31149 -11.29837 1.992 -4.229 -1.118 -0.14
H -21.77081 -3.65357 -11.88915 0.201 2.731 -3.593 -0.12
H -22.86985 -4.48693 -10.74686 -4.410 -0.552 0.993 -0.12
H -21.34015 -3.90421 -10.21573 2.188 1.519 3.270 -0.10
Br -29.92597 -7.61080 -25.07557 -0.388 -0.255 1.224 0.50
C -30.70519 -8.18518 -23.27729 1.334 2.242 0.385 -0.60
C -30.11379 -7.27514 -22.08167 -0.291 -1.740 -0.164 -0.61
Br -30.90965 -8.04232 -20.41773 0.008 0.250 -0.409 0.54
H -30.38863 -9.22302 -23.17347 -0.317 0.284 0.129 0.04
H -31.77470 -8.00809 -23.39081 0.242 -0.347 0.124 0.04
H -30.28425 -6.20089 -22.01063 -0.505 -0.296 -0.666 0.05
H -29.05686 -7.43393 -21.86766 -0.080 -0.138 -0.620 0.03
Br -13.00803 -5.68010 -20.88173 -0.607 0.583 0.743 0.57
C -14.41124 -4.83094 -19.75457 -0.523 2.043 -1.438 -0.65
C -14.93032 -3.44108 -20.42391 -0.247 -1.572 0.376 -0.62
Br -16.63956 -2.99371 -19.53724 0.326 -0.022 0.065 0.56
H -14.07294 -4.58999 -18.74680 0.334 -0.349 -0.233 0.05
H -15.24065 -5.53782 -19.73249 0.188 0.170 -0.025 0.02
H -15.24037 -3.53233 -21.46490 0.285 -0.397 0.141 0.04
H -14.30896 -2.54845 -20.35168 0.236 -0.472 0.397 0.05
```
Forces are in eV/Å.

(5)
DFT (wB97M-V/def2-TZVPD) results for a structure of composition C3H2N2O in a non-equilibrium geometry.

The calculation puts the HOMO-LUMO gap (alpha / beta) at 9.13 / 9.13 eV. The largest force on an atom comes out at 4.9 eV/Å. The LUMO energy (alpha / beta) is -0.0225 / -0.0225 Eh. The energy above the lowest of the compared OMol25 structures with the same formula, charge and spin is 8.785 eV.

Geometry as XYZ:
```
8
Properties=species:S:1:pos:R:3:forces:R:3:lowdin_charge:R:1
C 0.56652 1.38424 0.00011 0.418 0.748 0.580 0.02
C -0.48117 0.65990 -0.07048 0.386 1.071 -0.311 -0.09
C 1.23703 0.10726 0.01499 -2.277 1.037 4.222 0.05
N -0.54132 -1.17743 0.03938 0.571 -2.247 -0.381 0.22
N -1.42832 -0.32998 -0.08672 1.163 1.167 1.040 -0.43
O -2.62168 -0.22594 0.03685 -1.518 -0.534 -0.395 0.06
H 1.65358 -0.02236 -0.87221 1.853 -1.724 -3.852 0.05
H 1.61536 -0.39570 0.93808 -0.596 0.483 -0.902 0.13
```
Forces are in eV/Å.

(6)
DFT (wB97M-V/def2-TZVPD) results for an isolated molecule of C4H9N3O in a non-equilibrium geometry.

The calculation puts the HOMO-LUMO gap (alpha / beta) at 8.55 / 8.55 eV. The largest force on an atom comes out at 4.5 eV/Å. The LUMO energy (alpha / beta) is 0.0328 / 0.0329 Eh. The energy above the lowest of the compared OMol25 structures with the same formula, charge and spin is 6.443 eV.

Geometry as XYZ:
```
17
Properties=species:S:1:pos:R:3:forces:R:3:lowdin_charge:R:1
C -1.58331 0.03015 1.72919 -1.980 1.707 1.656 -0.29
C -0.48424 1.08660 2.04837 -0.497 -0.149 1.758 -0.20
C 0.03692 0.59155 -1.75922 3.317 2.679 1.372 -0.04
C 1.22036 -1.53359 -1.17801 1.019 -0.615 1.453 -0.07
N -1.43107 -0.67871 0.74588 1.370 -1.083 -0.583 0.13
N 0.51596 -0.19277 0.50682 -1.877 -1.161 -1.301 0.03
N 0.77944 -0.22328 -0.84562 0.169 0.412 2.559 -0.26
O 0.27127 1.05878 0.91435 1.735 1.549 -1.191 -0.16
H -2.55018 0.12770 2.36923 1.446 -0.373 -1.065 0.12
H -0.86044 2.14784 2.11342 0.262 -1.222 0.265 0.13
H 0.05297 0.75958 3.00553 -0.445 0.556 -1.248 0.13
H -0.41774 1.33742 -1.09956 -0.632 -0.157 -0.819 0.09
H 0.79583 1.13650 -2.40797 -0.978 -0.437 0.567 0.11
H -0.51979 -0.00749 -2.35709 -2.412 -1.461 -1.687 0.05
H 2.29908 -1.57560 -1.15186 0.601 -0.101 0.556 0.08
H 0.80923 -2.26554 -0.46052 0.087 0.173 -0.580 0.10
H 1.06569 -1.79916 -2.17294 -1.186 -0.317 -1.714 0.06
```
Forces are in eV/Å.